# 1
The following is a quantum chemistry calculation of a 7-piece molecular cluster, C13H26BCl12F3NO2 overall, from the Open Molecules 2025 dataset.

The geometry in XYZ format:
```
58
Properties=species:S:1:pos:R:3
O -0.2425 2.0790 -6.7480
B 0.3392 1.5234 -5.5798
O -0.4800 0.5985 -4.9340
N 1.6562 1.7787 -5.1482
C 1.9437 2.7484 -4.3594
F 1.6958 4.0946 -4.7862
F 1.2158 2.8068 -3.0873
F 3.2453 2.8230 -3.9148
H -0.4778 2.9968 -6.6011
H -0.2223 0.6038 -4.0048
Cl 4.9419 4.7999 -0.0607
C 3.8184 3.7804 -1.0204
C 2.4063 3.8250 -0.5110
Cl 2.2218 3.0346 1.0900
H 4.2106 2.7678 -1.0165
H 3.8263 4.1506 -2.0422
H 1.7739 3.2881 -1.2162
H 2.0495 4.8461 -0.4102
Cl 0.5941 -0.6799 -2.0033
C 0.4354 -0.1260 -0.3158
C -0.9850 -0.2054 0.1771
Cl -2.0429 0.9995 -0.6155
H 0.8238 0.8881 -0.2589
H 1.0617 -0.7774 0.2916
H -1.0129 0.0046 1.2450
H -1.4133 -1.1864 -0.0037
Cl 3.0600 -3.8843 2.0800
C 1.6256 -4.8159 1.5766
C 0.6005 -3.9530 0.8875
Cl -0.1519 -2.7844 2.0066
H 1.2109 -5.2842 2.4656
H 1.9694 -5.5881 0.8906
H -0.1987 -4.5789 0.4940
H 1.0413 -3.3906 0.0666
Cl 0.6249 -0.5228 5.1865
C -0.9718 -0.1734 5.9041
C -1.9926 -1.2208 5.5429
Cl -2.3955 -1.1820 3.8057
H -1.2769 0.8116 5.5600
H -0.8484 -0.1583 6.9836
H -2.9143 -1.0408 6.0948
H -1.6309 -2.2197 5.7739
Cl 2.0349 -0.4424 -10.3005
C 0.5133 -0.2820 -9.3729
C -0.6942 -0.3016 -10.2709
Cl -0.8160 1.1522 -11.3022
H 0.5643 0.6351 -8.7888
H 0.4668 -1.1286 -8.6908
H -1.5909 -0.3299 -9.6547
H -0.6829 -1.1633 -10.9336
Cl -1.6267 -1.0077 9.3225
C -3.1328 -0.6603 10.2120
C -4.1840 -1.7131 9.9840
Cl -4.8115 -1.6949 8.3155
H -3.4777 0.3226 9.9025
H -2.8747 -0.6317 11.2693
H -5.0283 -1.5227 10.6444
H -3.7944 -2.7086 10.1796
```

Properties
Kohn-Sham gap, eV: 6.38
Largest force on an atom, eV/A: 0.592
Spin multiplicity: 1
Total charge: -1
HOMO energy, eV: -4.9

Here are the Löwdin charges for atoms 1 to 2, given in e: O 0.08; B -0.81

# 2
The following is a quantum chemistry calculation of C19H58BaFeN2O17P as an isolated structure in a non-equilibrium geometry, from the Open Molecules 2025 dataset.

The geometry in XYZ format:
```
99
Properties=species:S:1:pos:R:3
Fe -12.4586 -7.2767 -0.9112
Ba -10.5076 -6.7704 -4.9854
P -10.4618 -8.2831 -1.7932
O -10.3573 -6.8325 -1.1625
O -11.1830 -8.9806 -0.6144
O -9.2506 -8.9260 -2.3855
O -11.6709 -7.9153 -2.7763
C -10.7704 -10.7709 -5.0675
O -9.9539 -9.5850 -4.9666
H -11.0896 -10.8971 -6.0961
H -10.2002 -11.6527 -4.7699
H -11.6267 -10.6928 -4.3874
H -9.7164 -9.5001 -4.0146
C -14.0599 -8.8051 -5.7533
O -12.9035 -8.2477 -5.1448
H -14.9570 -8.6799 -5.1398
H -14.2501 -8.2980 -6.6958
H -13.9410 -9.8772 -5.9371
H -12.7413 -8.5895 -4.2375
C -6.5110 -6.8346 -3.5235
O -7.8503 -7.1831 -3.9588
H -6.5381 -6.3351 -2.5543
H -5.9229 -7.7476 -3.4230
H -6.0733 -6.1897 -4.2745
H -8.2030 -7.8676 -3.3436
C -14.2304 -3.3727 0.1271
C -13.2005 -4.5096 0.0447
C -13.2558 -5.3563 1.2915
O -12.4789 -6.5157 1.0514
C -12.1900 -7.3056 2.2202
N -13.4417 -5.3954 -1.1579
H -14.5589 -3.0643 -0.8662
H -13.8426 -2.4987 0.6484
H -15.1129 -3.6917 0.6923
H -12.2131 -4.0527 -0.0420
H -14.2855 -5.6707 1.5178
H -12.8380 -4.8529 2.1670
H -11.7084 -8.2165 1.8865
H -13.1126 -7.4896 2.7752
H -11.4807 -6.7620 2.8489
H -13.2780 -4.7899 -1.9619
H -14.4546 -5.5864 -1.1465
C -15.3744 -10.0230 -2.5384
C -15.1164 -8.6432 -1.9898
C -16.3942 -7.9962 -1.5159
O -16.0949 -6.8158 -0.8050
C -17.2548 -5.9951 -0.6103
N -14.1350 -8.7018 -0.8704
H -14.4399 -10.5377 -2.7538
H -16.0287 -9.9701 -3.4118
H -15.9044 -10.6263 -1.7964
H -14.7272 -7.9793 -2.7735
H -16.9323 -8.6994 -0.8624
H -17.0105 -7.7726 -2.3940
H -17.3796 -5.3226 -1.4662
H -17.0792 -5.3856 0.2745
H -18.1521 -6.5935 -0.4655
H -13.6484 -9.6046 -0.8742
H -14.6842 -8.7835 -0.0089
C -7.5616 -10.7590 -0.1074
C -7.8565 -11.9468 -0.9656
O -8.8587 -11.6888 -1.9199
O -6.8255 -9.7224 -0.7603
H -7.0320 -11.0623 0.7962
H -8.5283 -10.3849 0.2751
H -8.2045 -12.7433 -0.2948
H -6.9574 -12.3066 -1.4705
H -9.0423 -10.7365 -1.9247
H -7.3625 -9.4113 -1.4979
C -9.2879 -3.5441 -1.0551
C -8.9582 -4.0367 -2.4462
O -9.8856 -5.0096 -2.9197
O -9.1572 -4.5245 -0.0157
H -10.3209 -3.1446 -1.0791
H -8.6406 -2.7291 -0.7315
H -7.9307 -4.4158 -2.4901
H -8.9892 -3.1642 -3.1085
H -10.0866 -5.6759 -2.1670
H -9.6588 -5.3339 -0.2217
C -11.6602 -12.2229 -0.1149
C -11.6189 -11.7316 1.3163
O -10.5703 -10.8103 1.5646
O -12.3936 -11.3339 -0.9494
H -12.1072 -13.2170 -0.1394
H -10.6373 -12.2967 -0.4998
H -11.5168 -12.5558 2.0173
H -12.5876 -11.2294 1.4863
H -10.5949 -10.1161 0.8851
H -11.9646 -10.4543 -0.8778
C -6.9983 -7.9136 2.7443
C -7.6031 -7.1578 1.5897
O -8.9013 -7.6808 1.3522
O -5.7348 -7.3662 3.1070
H -6.8091 -8.9426 2.4511
H -7.6873 -7.8848 3.5961
H -6.9508 -7.2899 0.7201
H -7.6552 -6.0872 1.8233
H -9.0860 -7.5821 0.4097
H -5.8698 -6.5346 3.5696
```

Properties
Kohn-Sham gap (spin up / spin down), eV: 7.78 / 7.73
Energy relative to the best compared isomer or geometry (same formula, charge and spin), kcal/mol: 0.0
Largest force on an atom, eV/A: 3.547
Spin multiplicity: 5
Total charge: +1
Expectation value of S²: 6.009
HOMO energy (spin up / spin down), eV: -11.1 / -11.1

Here are the Löwdin charges for atoms 1 to 2, given in e: Fe 0.78; Ba 2.05